(1)
This record from the OMol25 dataset describes 2 unconnected molecules or ions with the total composition C8H17N4O2S. The level of theory is ωB97M-V/def2-TZVPD.

Bonds (Å) are listed after each position.
Positions of all 32 atoms, in Å:
1 N 3.23 2.13 0.64  C2 1.327, H10 1.009, H11 1.008
2 C 2.02 2.66 0.65  N1 1.327, N3 1.331, N9 1.401
3 N 1.41 3.21 -0.40  C2 1.331, C4 1.495, H12 1.012
4 C 0.34 4.08 0.18  N3 1.495, C5 1.534, H13 1.093, H14 1.083
5 C -0.12 3.09 1.25  C4 1.534, N6 1.462, N9 1.510, H15 1.086
6 N -0.58 1.86 0.60  C5 1.462, C7 1.225
7 C -1.79 1.67 0.50  N6 1.225, S8 1.548
8 S -3.29 1.34 0.68  C7 1.548
9 N 1.23 2.69 1.80  C2 1.401, C5 1.510, H16 1.022
10 H 3.57 1.61 -0.16  N1 1.009
11 H 3.77 2.14 1.49  N1 1.008
12 H 2.01 3.57 -1.14  N3 1.012
13 H 0.90 4.87 0.69  C4 1.093
14 H -0.39 4.49 -0.51  C4 1.083
15 H -0.86 3.43 1.97  C5 1.086
16 H 1.54 3.42 2.45  N9 1.022
17 C -0.80 -2.12 -2.51  O18 1.417, H23 1.088, H24 1.092, H25 1.096
18 O 0.18 -2.16 -1.49  C17 1.417, C19 1.415
19 C -0.26 -1.65 -0.25  O18 1.415, C20 1.512, H26 1.096, H27 1.097
20 C -0.60 -2.76 0.73  C19 1.512, O21 1.414, H28 1.096, H29 1.094
21 O -1.74 -3.49 0.31  C20 1.414, C22 1.419
22 C -1.43 -4.75 -0.26  O21 1.419, H30 1.094, H31 1.093, H32 1.088
23 H -0.41 -2.67 -3.36  C17 1.088
24 H -1.74 -2.58 -2.18  C17 1.092
25 H -1.00 -1.09 -2.82  C17 1.096
26 H -1.12 -0.99 -0.39  C19 1.096
27 H 0.56 -1.05 0.17  C19 1.097
28 H -0.84 -2.30 1.70  C20 1.096
29 H 0.26 -3.41 0.87  C20 1.094
30 H -1.07 -5.44 0.50  C22 1.094
31 H -0.67 -4.65 -1.05  C22 1.093
32 H -2.34 -5.14 -0.69  C22 1.088

The HOMO energy is -11.229 eV. The calculation puts the frontier orbital gap at 7.436 eV. As for the relative energy (zero: lowest compared OMol25 entry of this formula, charge and spin): 0.0 kJ/mol. The value obtained for the total energy is -1082.40691 Ha. Its charge is +1. For the largest force on an atom, the calculation gives 1.26 eV/A.

(2)
This record from the OMol25 dataset describes 2 unconnected molecules or ions with the total composition C8H17NO. The level of theory is ωB97M-V/def2-TZVPD.

Bonds (Å) are listed after each position.
Positions of all 27 atoms, in Å:
1 C 1.21 -0.45 0.20  C3 1.547, C4 1.530, C5 1.544, N8 1.463
2 C -1.29 0.47 -0.07  C3 1.531, C6 1.525, C7 1.520, H15 1.209
3 C -0.27 -0.41 0.65  C1 1.547, C2 1.531, H13 1.096, H14 1.094
4 C 1.86 0.93 0.15  C1 1.530, H16 1.085, H17 1.087, H18 1.090
5 C 1.97 -1.32 1.22  C1 1.544, H19 1.090, H20 1.090, H21 1.089
6 C -1.21 1.95 0.27  C2 1.525, H22 1.091, H23 1.087, H24 1.089
7 C -1.34 0.26 -1.58  C2 1.520, H25 1.087, H26 1.086, H27 1.092
8 N 1.29 -1.02 -1.14  C1 1.463, H11 1.015, H12 1.015
9 C -3.55 -0.95 0.45  O10 1.142
10 O -3.50 -1.83 -0.27  C9 1.142
11 H 0.92 -1.97 -1.15  N8 1.015
12 H 2.26 -1.08 -1.44  N8 1.015
13 H -0.63 -1.44 0.59  C3 1.096
14 H -0.28 -0.14 1.71  C3 1.094
15 H -2.38 0.20 0.38  C2 1.209
16 H 1.49 1.49 -0.70  C4 1.085
17 H 1.67 1.48 1.07  C4 1.087
18 H 2.94 0.83 0.04  C4 1.090
19 H 3.02 -1.42 0.93  C5 1.090
20 H 1.54 -2.32 1.28  C5 1.090
21 H 1.94 -0.87 2.22  C5 1.089
22 H -2.13 2.46 -0.02  C6 1.091
23 H -0.39 2.45 -0.25  C6 1.087
24 H -1.07 2.10 1.35  C6 1.089
25 H -1.53 -0.79 -1.82  C7 1.087
26 H -0.40 0.51 -2.04  C7 1.086
27 H -2.15 0.86 -2.01  C7 1.092

The HOMO energy is -9.082 eV. The calculation puts the frontier orbital gap at 9.948 eV. As for the relative energy (zero: lowest compared OMol25 entry of this formula, charge and spin): 167.1 kJ/mol. The value obtained for the total energy is -444.98423 Ha. Its charge is 0. For the largest force on an atom, the calculation gives 3.21 eV/A.

- What is the relative energy (zero: lowest compared OMol25 entry of this formula, charge and spin) in the first record?
  0.0 kJ/mol

- The lowest relative energy (zero: lowest compared OMol25 entry of this formula, charge and spin) belongs to which entry?
  C8H17N4O2S